[1]
DFT (wB97M-V/def2-TZVPD) results for C23H27FN4O3 as an isolated structure in a non-equilibrium geometry.

Geometry as ORCA input:
```
! wB97M-V def2-TZVPD RIJCOSX def2/J DEFGRID3
* xyz 0 1
F 9.36090 -2.29595 0.68058
O -1.53089 -1.78378 -0.23098
O -8.41688 0.19947 -0.15155
O -8.28826 -2.07756 -0.20265
N -1.31215 0.06728 0.75617
N 1.89308 1.57701 -1.01887
N -4.27542 0.48772 -0.19345
N 4.38178 0.05157 -0.22653
C 0.11936 0.29609 0.53163
C -5.46252 0.18624 -0.29133
C 5.71607 -0.54595 -0.08597
C 4.29219 1.66512 -0.17334
C -6.26625 -0.77402 -0.17518
C 8.18719 -1.68347 0.24667
C -0.06388 2.69071 0.02218
C -4.15434 -2.02061 0.23219
C 2.89789 1.78238 0.28132
C 3.38657 -0.73047 -0.63109
C -3.58676 -0.55454 0.14049
C 0.42918 1.40522 -0.25081
C -9.67972 -1.89974 -0.05738
C -5.62500 -1.97126 0.06738
C 6.82727 0.18522 -0.09264
C 5.80287 -1.78809 -0.07066
C 8.06507 -0.47709 0.07714
C -2.03808 -0.79858 0.00240
C 6.98649 -2.52959 0.03816
C 2.27809 0.23950 -1.53701
C -7.77632 -0.79070 -0.10559
C -1.55908 2.67064 0.43430
C -1.91810 1.40417 1.32458
H -2.85516 1.48697 1.29251
H -9.98638 -2.96888 -0.07002
H 7.07721 -3.53092 0.28721
H -0.17515 1.21299 -1.30901
H -1.82928 3.47075 0.84919
H -6.20482 -2.91187 0.31252
H -10.00827 -1.30020 0.65155
H 0.11901 3.58312 -0.43559
H 6.86668 1.52397 -0.18452
H -5.95160 1.40511 -0.31934
H 9.01708 0.24579 -0.02848
H 0.43405 -0.69075 0.17248
H 2.70905 2.63977 0.51007
H -1.91368 2.40197 -0.52327
H 3.78402 -1.52123 -1.47196
H 4.79373 -2.38889 0.05429
H 2.62722 -1.03236 0.29301
H 0.71706 0.50362 1.46499
H 0.45562 3.03341 1.12412
H -9.88848 -1.40188 -1.13129
H 4.59760 1.93045 -1.01694
H 1.42510 -0.22869 -2.02214
H 5.00438 1.74629 0.69294
H 2.87887 0.53939 -2.40078
H 2.65684 1.28545 1.11410
H -1.38176 1.71511 2.43764
H -3.63929 -2.93543 0.31659
*
```

Kohn-Sham gap ... 0.2738 Ha
ΔE to the lowest compared entry with this formula, charge and spin ... 435.5 kcal/mol
E_LUMO ... -0.011 Ha
DFT total energy ... -39092.310 eV
Maximum force ... 14.60 eV/A
HOMO ... -7.755 eV


[2]
DFT (wB97M-V/def2-TZVPD) results for a 2-piece molecular cluster, C27H48N4O6PS2 overall in a non-equilibrium geometry.

Geometry as ORCA input:
```
! wB97M-V def2-TZVPD RIJCOSX def2/J DEFGRID3
* xyz -1 1
S -3.35751 -6.15022 -1.66201
S 3.56484 -2.36092 0.57515
P -1.26770 -2.61964 1.08216
O -3.89239 -6.01420 -0.28835
O -1.47633 0.29289 -0.65286
O 2.37029 4.39262 -0.02341
O -2.25130 -7.12957 -1.66638
O -4.42999 -6.61090 -2.56628
O -2.84837 -4.82989 -2.11557
N 1.30641 -2.13373 1.92400
N -1.01970 -3.90649 0.12577
N 7.03463 0.06064 1.75444
N 1.31661 4.10075 -2.19704
C 0.75437 -0.32806 0.19160
C 3.39309 -0.95664 3.13217
C 1.20144 0.82760 -2.20633
C 2.55642 -1.33454 1.81106
C 0.36109 -2.74715 4.16384
C 4.99280 -0.94295 2.93031
C -3.49810 -0.51214 -2.82091
C -5.41766 0.54908 -1.26222
C -2.82509 0.65569 -0.36965
C 1.21310 -3.29066 2.86888
C -3.88850 0.25062 -1.46438
C 5.51810 0.14773 1.88563
C -2.88789 -1.95201 -2.37494
C -0.58002 0.58297 0.44403
C 0.35875 -1.65009 1.07517
C -5.94568 1.25766 0.01880
C 2.07166 0.04640 1.09277
C 2.43431 3.19615 -2.61281
C -0.10667 4.65502 -0.04404
C 1.32154 4.36777 -0.74568
C -2.38630 0.23846 -3.70768
C 1.60622 5.46257 -2.82570
C 1.15148 -0.53654 -1.34657
C -4.86531 1.68210 1.06640
C -3.33584 1.39839 0.88811
C 2.45254 1.77390 -1.87342
C -5.37737 2.40883 2.39944
H 3.41815 3.73022 -2.30370
H -0.86334 3.87319 -0.40451
H 0.63516 -4.17882 2.44103
H -2.36761 -1.89910 0.51362
H 3.39689 1.21738 -2.25113
H 1.00680 -2.63157 5.09562
H 1.28151 0.50746 -3.31117
H -3.45290 -2.24877 -1.41412
H -7.07248 1.44115 0.16952
H -3.00434 -2.71994 -3.21390
H 7.18246 -0.93134 1.46383
H 3.18517 -1.65545 4.01982
H 2.02630 6.13216 -1.97694
H -6.15016 0.20052 -2.07793
H -1.35457 -0.17221 -3.44435
H 0.31873 -1.17902 -1.82860
H -2.61577 1.73953 1.69799
H -0.02197 4.73120 1.08819
H -4.41714 -0.70053 -3.47509
H -5.98613 1.61559 2.98140
H 0.25435 1.46655 -2.10834
H -4.43946 2.59310 3.04602
H -1.70070 -3.86730 -0.66749
H 2.62922 1.97139 -0.76384
H 2.12164 -1.11626 -1.50960
H 5.11967 -0.00304 0.81062
H 0.62715 5.94184 -3.16172
H 3.06747 0.10446 3.45503
H -0.50084 -3.47993 4.30931
H 1.71059 0.89412 1.78851
H -5.99520 3.34834 2.21992
H -2.57722 -0.06606 -4.80758
H 2.22744 -3.60966 3.29484
H -2.42529 1.37827 -3.66955
H 3.30725 -3.67576 0.96700
H -0.12198 -1.73810 3.87660
H 7.24488 0.58785 0.88070
H 2.49323 3.06357 -3.74792
H -1.79093 -1.83140 -2.06875
H -0.26628 1.69446 0.37291
H 5.42644 -1.98399 2.69708
H 5.44133 -0.65286 3.95815
H 5.31248 1.22585 2.24577
H 2.41607 5.41604 -3.62472
H -0.96270 0.28314 1.47613
H -1.64164 -3.10732 2.37698
H 3.01603 0.28774 0.47337
H -0.45975 5.66183 -0.49257
*
```

Kohn-Sham gap ... 0.0896 Ha
E_LUMO ... 0.009 Ha
DFT total energy ... -77968.614 eV
Maximum force ... 4.84 eV/A
HOMO ... -2.194 eV


[3]
DFT (wB97M-V/def2-TZVPD) results for C33H22Cl8N4O2V as an isolated structure.

Geometry as ORCA input:
```
! wB97M-V def2-TZVPD RIJCOSX def2/J DEFGRID3
* xyz -2 4
V 0.51293 0.07088 0.06816
Cl -1.72570 -3.40523 1.26329
Cl -1.57489 -6.39409 0.57584
Cl -0.23834 -0.04735 -2.42566
Cl -2.14530 1.28749 -7.23914
Cl 2.26882 -5.43313 -3.07486
Cl 0.40150 -7.43322 -1.58258
Cl -4.54164 3.37484 -2.88124
Cl 2.14512 -2.42395 -2.44720
O -2.50360 1.83704 -1.38190
O 2.77452 1.04391 -2.25006
N 4.98622 1.28890 -2.01360
N -1.74059 -0.37282 0.27233
N -3.78325 -0.19841 1.05234
N 0.31423 0.43741 2.03751
C 0.88388 -1.75876 2.77930
C -3.87363 -0.91628 -0.11268
C 3.80577 -0.08264 -0.38640
C 0.11405 4.91446 0.29433
C -0.52628 -3.90871 0.06543
C 0.44820 -0.46843 3.07007
C 0.28670 -2.96500 -0.53756
C 0.36322 -5.74751 -1.18408
C 0.57467 3.00802 -1.09762
C 1.19150 -4.84755 -1.84433
C 0.09101 1.76132 2.36661
C -0.16101 1.22390 4.71694
C 0.43614 2.13106 -0.02148
C -2.41604 1.70518 -2.60960
C 0.35548 -1.09672 5.41566
C -1.45227 0.90102 -3.31094
C 1.04813 -2.70463 3.78022
C -2.60399 -1.01443 -0.57683
C -0.51462 -5.27095 -0.22035
C 1.11956 -3.50189 -1.50465
C 0.19806 -0.11423 4.42395
C 3.77199 0.79496 -1.61341
C 0.16350 2.69873 1.22977
C -2.48371 0.10364 1.23591
C 0.41600 4.37627 -0.95283
C -0.14725 2.14332 3.67761
C -3.22650 2.24265 -4.92687
C 2.62039 0.10305 0.54608
C -0.00855 4.07730 1.38694
C 0.77692 -2.37527 5.10521
C -1.35601 0.76211 -4.67983
C -3.29499 2.35861 -3.56347
C -2.24944 1.43843 -5.49169
H 2.70981 -0.65441 1.34076
H 0.50767 5.02656 -1.81736
H 1.35905 -3.70584 3.51255
H -0.33152 3.19041 3.88338
H -2.13267 0.69167 2.05955
H -0.58800 0.13404 -5.10429
H 4.76681 0.08914 0.12633
H 5.02331 1.82666 -2.86243
H -4.53799 0.09342 1.64694
H 0.15782 -0.82011 6.44572
H 5.82302 1.07927 -1.50407
H -0.03422 5.98373 0.41018
H -0.34847 1.52031 5.74115
H -0.23944 4.50568 2.35480
H -3.93269 2.77683 -5.54974
H 0.90025 -3.11299 5.88915
H -2.24844 -1.50838 -1.45900
H -4.80913 -1.27067 -0.49666
H 2.72843 1.07733 1.04478
H 0.79882 2.60786 -2.08000
H 3.84563 -1.10477 -0.76446
H 1.08105 -2.02906 1.75002
*
```

Kohn-Sham gap (spin up / spin down) ... 0.1569 / 0.2229 Ha
ΔE to the lowest compared entry with this formula, charge and spin ... 39.4 kcal/mol
E_LUMO (spin up / spin down) ... 0.149 / 0.149 Ha
DFT total energy ... -170501.530 eV
Maximum force ... 0.57 eV/A
HOMO (spin up / spin down) ... -0.226 / -2.024 eV


[4]
DFT (wB97M-V/def2-TZVPD) results for a 2-piece molecular cluster, C5H11NO4 overall in a non-equilibrium geometry.

Geometry as ORCA input:
```
! wB97M-V def2-TZVPD RIJCOSX def2/J DEFGRID3
* xyz 0 1
O -2.80305 0.05650 1.34949
O -2.05992 1.45921 -1.39092
O -2.14179 -0.80745 -1.13234
O -1.08443 1.50355 1.39345
N -0.09096 0.22811 -0.84120
C 1.96397 0.59921 0.58759
C 1.26624 -0.63838 0.49623
C -1.87348 0.58788 0.79870
C 1.80960 -1.80943 -0.25034
C -1.49571 0.34287 -0.68510
H -1.43215 1.65515 2.28706
H -3.02552 -0.83703 -0.73812
H 0.52270 -0.86130 1.25374
H 1.02444 -2.50314 -0.54556
H 2.50958 -2.33970 0.40659
H -1.37292 2.13257 -1.47040
H 2.36763 -1.49192 -1.13208
H 2.90760 0.67692 0.05580
H 1.90845 1.12362 1.53562
H 0.07656 -0.10207 -1.79242
H 1.02317 1.02483 -0.18579
*
```

Kohn-Sham gap ... 0.3559 Ha
ΔE to the lowest compared entry with this formula, charge and spin ... 88.4 kcal/mol
E_LUMO ... 0.025 Ha
DFT total energy ... -15040.766 eV
Maximum force ... 1.64 eV/A
HOMO ... -9.017 eV


[5]
DFT (wB97M-V/def2-TZVPD) results for a 2-piece molecular cluster, C5H11NO overall in a non-equilibrium geometry.

Geometry as ORCA input:
```
! wB97M-V def2-TZVPD RIJCOSX def2/J DEFGRID3
* xyz 0 1
O -2.46746 2.12538 -3.77422
N -0.03909 1.47030 1.28964
C 1.04510 -2.52925 -0.58553
C 0.51825 -2.18558 0.81931
C -0.14063 0.19913 0.57778
C 1.09301 1.82929 1.72160
C 0.38080 -0.80784 1.33577
H -0.48589 0.07033 -0.42771
H 2.11328 -2.18747 -0.53202
H 2.04773 1.32799 1.57768
H 0.71446 -0.46155 2.31487
H 0.94810 -3.54998 -0.90143
H 0.61043 -1.79931 -1.28445
H -0.46929 -2.70157 0.81939
H 0.99478 2.75769 2.33643
H -2.03359 1.54267 -4.39292
H -2.38406 1.75860 -2.88610
H 0.84789 -2.88964 1.57830
*
```

Structure (SMILES) ... C=N/C=C/CC.O
Kohn-Sham gap ... 0.3468 Ha
ΔE to the lowest compared entry with this formula, charge and spin ... 74.2 kcal/mol
E_LUMO ... 0.024 Ha
DFT total energy ... -8898.478 eV
Maximum force ... 4.18 eV/A
HOMO ... -8.792 eV


[6]
DFT (wB97M-V/def2-TZVPD) results for a 2-piece molecular cluster, C3H8OS overall in a non-equilibrium geometry.

Geometry as ORCA input:
```
! wB97M-V def2-TZVPD RIJCOSX def2/J DEFGRID3
* xyz 0 1
S -1.99284 -0.47729 0.27115
O 1.22487 -1.41144 0.75133
C -0.33150 0.26768 -0.19072
C 0.16880 1.43629 0.67997
C 0.78154 -0.70539 -0.29906
H -0.05552 1.44944 1.67214
H -2.45102 -0.68912 -0.95399
H 0.15846 -1.90721 -1.73181
H 1.28541 1.45509 0.62896
H 1.60528 -0.61708 -0.97685
H -0.17333 2.47834 0.19666
H 0.48628 -1.83897 1.16733
H -0.70644 0.55965 -1.21511
*
```

Kohn-Sham gap (spin up / spin down) ... 0.3251 / 0.3252 Ha
ΔE to the lowest compared entry with this formula, charge and spin ... 89.8 kcal/mol
E_LUMO (spin up / spin down) ... 0.015 / 0.015 Ha
DFT total energy ... -16119.343 eV
Maximum force ... 5.02 eV/A
HOMO (spin up / spin down) ... -8.443 / -8.444 eV


[7]
DFT (wB97M-V/def2-TZVPD) results for a 2-piece molecular cluster, C5H15N2O overall.

Geometry as ORCA input:
```
! wB97M-V def2-TZVPD RIJCOSX def2/J DEFGRID3
* xyz 1 1
O 0.31088 -1.93411 -1.31600
N 0.23574 0.83548 -2.92320
N 0.51598 -1.14156 1.30966
C -0.97739 0.00419 2.88023
C -0.00660 1.17634 0.84781
C -0.56741 -0.10984 1.42624
C 0.55593 1.00619 -0.54947
C -0.20842 1.04005 -1.63422
H -1.89872 0.58991 2.96281
H -1.28684 1.14894 -1.58778
H 1.63027 0.94313 -0.66328
H -0.22657 0.51304 3.45748
H 0.39532 -2.68741 -1.90857
H 1.33018 -0.80325 1.81836
H 0.77104 1.56573 1.52070
H -0.76628 1.95128 0.82086
H 1.19180 1.09132 -3.15636
H -0.42337 1.04105 -3.65831
H -1.15190 -0.95200 3.39007
H 0.23613 -2.02474 1.71688
H 0.27628 -1.14403 -1.87178
H -1.38704 -0.46870 0.82837
H 0.77247 -1.35158 0.33686
*
```

Kohn-Sham gap ... 0.3416 Ha
ΔE to the lowest compared entry with this formula, charge and spin ... 10.5 kcal/mol
E_LUMO ... -0.103 Ha
DFT total energy ... -10450.105 eV
Maximum force ... 0.72 eV/A
HOMO ... -12.109 eV


[8]
DFT (wB97M-V/def2-TZVPD) results for C2H2AuI2STe4 as an isolated structure.

Geometry as ORCA input:
```
! wB97M-V def2-TZVPD RIJCOSX def2/J DEFGRID3
* xyz 0 2
Au 0.07788 0.27732 -0.45947
I 0.19211 3.02558 -1.45029
I 0.61778 -0.12649 -3.30980
Te -3.23261 -2.28385 3.14393
Te 1.99053 -2.15358 4.11606
Te -1.99883 -0.90706 1.08454
Te 1.51588 -0.81738 1.73671
S -0.63087 -2.26274 3.70210
C 0.56049 2.00037 -3.27597
C -0.38665 -1.38707 2.26531
H 1.53075 2.33864 -3.61021
H -0.23647 2.29626 -3.94292
*
```

Kohn-Sham gap (spin up / spin down) ... 0.1953 / 0.1330 Ha
ΔE to the lowest compared entry with this formula, charge and spin ... 42.5 kcal/mol
E_LUMO (spin up / spin down) ... -0.043 / -0.102 Ha
DFT total energy ... -62004.208 eV
Maximum force ... 0.87 eV/A
HOMO (spin up / spin down) ... -6.489 / -6.386 eV


Which value of DFT total energy does entry 4 give?
-15040.766 eV


maximum force of number 4 (C5H11NO4)?
1.64 eV/A


What is the DFT total energy in the seventh record?
-10450.105 eV